Entry 1:
Density functional theory data (the ωB97M-V functional and the def2-TZVPD basis) for a molecular structure, C4H6O2.

```
12
Properties=species:S:1:pos:R:3:forces:R:3
C -1.169541 -1.403888 -0.608542 -0.333 0.208 0.241
C -0.585406 -0.461178 0.433958 0.739 -0.555 0.985
C 0.858375 -0.681010 0.954418 0.288 -0.607 -0.943
C 0.057542 0.804636 -0.174641 -1.712 0.861 -1.187
H -0.406012 -1.630340 -1.349050 -0.035 0.108 -0.268
H -1.487691 -2.381786 -0.188738 -0.090 0.780 -0.145
H -2.001653 -0.836210 -1.081913 0.398 -0.811 0.125
H -1.205355 -0.378482 1.355991 -0.071 0.556 -1.057
H 0.952824 -0.670171 2.028527 0.199 0.053 0.270
H 1.440407 -1.524893 0.504183 -0.491 0.767 0.323
O 1.277081 0.602587 0.370253 0.162 -0.099 0.060
O -0.309374 1.631228 -0.982772 0.947 -1.260 1.595
```
Positions in Å, forces in eV/Å.

---

Entry 2:
Density functional theory data (the ωB97M-V functional and the def2-TZVPD basis) for 3 unconnected molecules or ions with the total composition C4H6O2.

```
12
Properties=species:S:1:pos:R:3:forces:R:3
O -0.301544 -3.274305 0.976359 0.765 0.792 -0.776
C 0.352250 -2.603677 0.334034 -0.727 -0.901 0.777
C -0.528641 0.151442 -1.485388 -0.077 0.154 0.077
C -0.894827 1.216772 -0.780011 0.019 -0.121 -0.131
C 1.056688 0.447961 1.364442 -0.121 -0.202 0.243
O 0.574520 -0.385456 2.089609 0.237 0.413 -0.266
H 0.231728 0.206607 -2.260841 -0.113 0.033 0.107
H -0.970839 -0.826122 -1.312892 0.040 0.183 -0.026
H -0.451784 2.195853 -0.949288 -0.062 -0.143 -0.012
H -1.650748 1.151579 -0.000850 0.092 -0.004 -0.130
H 0.863940 1.530314 1.507069 0.005 -0.137 0.024
H 1.719258 0.189032 0.517756 -0.058 -0.067 0.114
```
Positions in Å, forces in eV/Å.

---

Entry 3:
Density functional theory data (the ωB97M-V functional and the def2-TZVPD basis) for a single C4H6O2 molecule.

```
12
Properties=species:S:1:pos:R:3:forces:R:3
O 0.406942 -2.010655 -1.035334 0.992 0.433 0.260
C 0.379912 -0.853413 -0.642181 -0.690 -0.214 -0.138
C 1.371178 -0.044550 0.063317 -0.686 0.210 0.464
C -0.315778 0.865499 1.103628 1.180 -0.716 -0.275
O -0.981767 1.054958 -0.047380 0.344 -0.688 -0.389
C -0.988984 -0.227878 -0.745881 -0.508 0.846 0.231
H 1.551986 0.975253 -0.234421 -0.078 0.068 -0.619
H 2.323832 -0.604686 0.200223 -0.865 0.453 0.793
H -0.636223 0.028233 1.717431 -0.030 -0.073 0.009
H -0.163869 1.804929 1.667193 0.423 -0.612 -0.554
H -1.252512 -0.082500 -1.801445 -0.109 0.134 0.447
H -1.694719 -0.905190 -0.245150 0.029 0.158 -0.230
```
Positions in Å, forces in eV/Å.

---

What did we get for gap between HOMO and LUMO? Answer: 11.3, 11.0, 9.3 eV, in the order shown.
What did we get for HOMO? Answer: -10.46, -10.15, -9.04 eV, in the order shown.
What did we get for relative energy (zero: lowest compared OMol25 entry of this formula, charge and spin)? Answer: 20.01, 55.58, 76.31 kcal/mol, in the order shown.